52
Properties=species:S:1:pos:R:3:forces:R:3:lowdin_charge:R:1 method="wB97M-V/def2-TZVPD" smiles="Cc1cc(S(=O)(=O)N2CCOCC2)ccc1OCC(=O)N1CCCCC1" e_lumo_ha=0.018 relative_energy_kcal_mol=33.79 charge=0 homo_energy_ev=-8.45 homo_lumo_gap_ev=8.93
C -0.81028 0.57437 3.75026 -0.02 -0.06 -0.05 -0.0212
C -0.93976 0.75187 2.27159 -0.05 -0.22 -0.09 -0.1785
C -0.64800 1.95109 1.64875 -0.08 -0.09 0.05 -0.0258
C -0.75954 2.07430 0.27571 0.11 0.66 -0.39 -0.2762
S -0.24225 3.58877 -0.51960 0.23 0.10 -0.15 0.6701
O -0.90414 3.68431 -1.78848 0.04 -0.36 0.00 -0.2848
O -0.36175 4.66714 0.41754 0.10 -0.24 0.26 -0.2827
N 1.37937 3.42946 -0.84875 -1.00 0.28 0.13 -0.2351
C 2.32362 3.53214 0.23854 0.30 -0.18 0.52 -0.1573
C 2.77865 2.14725 0.71419 -0.06 0.25 0.10 -0.1777
O 3.26652 1.38232 -0.36707 0.23 0.01 -0.05 -0.1246
C 2.26434 1.18760 -1.34126 -0.17 0.09 -0.21 -0.1789
C 1.78600 2.53204 -1.90379 0.11 -0.56 -0.29 -0.1577
C -1.19300 1.01911 -0.49739 -0.09 -0.01 -0.03 -0.0603
C -1.49186 -0.18995 0.10567 -0.06 -0.11 0.15 0.0062
C -1.34414 -0.33971 1.48130 0.03 0.56 -0.13 -0.2203
O -1.60640 -1.48741 2.16375 0.05 0.09 0.02 -0.0213
C -1.67259 -2.69369 1.44941 0.11 0.06 -0.07 -0.0932
C -0.34547 -2.96229 0.71532 -0.15 0.03 0.30 -0.4239
O 0.58048 -2.18196 0.81469 0.09 0.12 0.12 0.0856
N -0.27178 -4.09571 -0.00892 0.23 -0.28 -0.15 -0.0550
C -1.33228 -5.04486 -0.25782 -0.42 0.05 -0.15 -0.1517
C -1.77035 -4.96528 -1.72315 0.12 -0.28 0.11 -0.1720
C -0.57182 -5.22078 -2.63420 -0.09 0.31 -0.05 -0.2039
C 0.55375 -4.24434 -2.30013 0.03 -0.30 0.12 -0.1698
C 0.90916 -4.34141 -0.81740 0.33 0.33 -0.20 -0.1373
H -0.44994 1.48548 4.21872 0.02 0.05 0.06 0.0811
H -0.12012 -0.24071 3.96172 0.04 -0.04 0.11 0.0897
H -1.77320 0.30572 4.18145 -0.03 -0.02 0.13 0.0883
H -0.33131 2.80944 2.22103 0.03 0.06 0.18 0.1226
H 1.83828 4.09339 1.03576 0.22 0.04 0.10 0.1151
H 3.19462 4.09366 -0.11986 -0.08 -0.01 0.06 0.1332
H 3.60729 2.23621 1.41875 -0.11 0.03 0.04 0.1289
H 1.94411 1.61536 1.19540 0.13 0.04 -0.02 0.1159
H 2.72204 0.58442 -2.12740 -0.12 0.02 -0.01 0.1281
H 1.42267 0.63331 -0.89918 0.11 0.02 -0.07 0.1145
H 0.93379 2.41068 -2.57105 0.15 -0.09 -0.17 0.1147
H 2.60948 3.00422 -2.45286 -0.10 -0.03 0.00 0.1332
H -1.29793 1.15535 -1.56188 -0.05 -0.06 -0.14 0.1172
H -1.81762 -1.01332 -0.51028 -0.03 -0.10 -0.06 0.1131
H -2.51594 -2.69343 0.74572 0.07 -0.06 0.09 0.1306
H -1.83878 -3.46148 2.21047 -0.05 0.03 -0.19 0.1441
H -2.17492 -4.87075 0.40844 0.04 -0.04 0.04 0.1119
H -0.94028 -6.04888 -0.05437 -0.09 0.04 0.06 0.1318
H -2.55531 -5.69927 -1.90898 -0.07 0.01 -0.01 0.1122
H -2.17751 -3.97213 -1.92440 -0.08 0.05 0.02 0.1144
H -0.86631 -5.11201 -3.67894 0.01 -0.09 -0.02 0.1099
H -0.21987 -6.24478 -2.48916 0.01 -0.08 -0.04 0.1135
H 1.43744 -4.46223 -2.90019 0.04 0.05 -0.03 0.1127
H 0.23511 -3.22399 -2.52255 0.03 0.07 -0.01 0.1182
H 1.65862 -3.59760 -0.54444 -0.06 -0.18 0.00 0.1213
H 1.29110 -5.34118 -0.58521 0.01 0.02 0.01 0.1309